Entry from OMol25: C42H40IrN5O4P2S as an isolated structure (wB97M-V/def2-TZVPD).

Cartesian coordinates (Å):
Ir: -0.17989 -0.27114 0.58941
C: -0.65182 -3.43459 1.30918
N: -0.43053 -2.58424 0.09379
P: 1.09722 -1.85646 -0.37344
C: 2.42097 -2.86089 0.24902
C: 3.64665 -2.26238 0.53971
C: 4.73028 -3.05697 0.87237
C: 4.59173 -4.43904 0.90845
C: 3.37641 -5.03556 0.59760
C: 2.28433 -4.25425 0.26636
C: 1.34185 -1.65045 -2.11849
C: 2.01207 -2.66176 -2.82132
C: 2.18274 -2.54694 -4.18807
C: 1.72433 -1.41597 -4.85353
C: 1.10218 -0.38856 -4.15227
C: 0.91323 -0.50086 -2.78857
P: -1.69983 -1.55920 -0.47453
C: -3.22446 -1.90446 0.35442
C: -3.87755 -3.10373 0.04419
C: -5.06111 -3.40851 0.68962
C: -5.60460 -2.51782 1.60924
C: -4.97877 -1.30715 1.88295
C: -3.78283 -0.99767 1.25739
C: -1.92624 -1.65354 -2.23051
C: -2.56740 -0.57646 -2.84448
C: -2.86126 -0.64911 -4.19436
C: -2.51967 -1.78653 -4.91854
C: -1.88283 -2.85632 -4.30134
C: -1.58143 -2.79731 -2.95206
H: -1.20175 -2.88347 2.06514
H: 0.30795 -3.73034 1.71960
H: -1.22672 -4.30889 1.00795
H: 3.77247 -1.18823 0.47257
H: 5.68652 -2.59972 1.08654
H: 5.44195 -5.05775 1.16176
H: 3.28268 -6.11301 0.60306
H: 1.34842 -4.73004 0.00530
H: 2.40056 -3.53304 -2.31078
H: 2.69104 -3.33060 -4.73282
H: 1.87059 -1.32603 -5.92145
H: 0.77852 0.50412 -4.66916
H: 0.44059 0.31164 -2.24753
H: -3.47639 -3.78422 -0.69822
H: -5.57292 -4.33414 0.46558
H: -6.53636 -2.76190 2.10099
H: -5.42616 -0.60733 2.57490
H: -3.31215 -0.03437 1.42810
H: -2.84021 0.30716 -2.27761
H: -3.36275 0.17481 -4.68277
H: -2.76060 -1.84248 -5.97146
H: -1.62714 -3.73864 -4.87199
H: -1.08301 -3.63002 -2.47094
C: 1.40901 -6.26852 5.52252
C: 2.42023 -5.13238 5.49576
S: 1.65621 -3.61313 4.94034
O: 1.91745 -3.43931 3.51859
O: 0.28458 -3.55934 5.37844
C: 2.54766 -2.28519 5.77606
C: 1.73129 -0.98633 5.86157
N: 0.80110 -0.77401 4.73998
C: 1.15634 -0.54327 3.46405
N: 0.07076 -0.54497 2.68199
C: -1.01843 -0.76716 3.49422
C: -0.56885 -0.92979 4.75410
N: -1.41158 -1.21720 5.89980
O: -2.54600 -1.52557 5.62180
O: -0.94080 -1.08834 7.00442
C: 2.55114 -0.31389 3.03026
H: 1.93035 -7.18628 5.78903
H: 0.94329 -6.41351 4.54835
H: 0.62988 -6.08148 6.25732
H: 3.23608 -5.31866 4.79757
H: 2.83659 -4.94147 6.48484
H: 3.48496 -2.15982 5.23515
H: 2.77738 -2.60416 6.79166
H: 2.40522 -0.13123 5.89833
H: 1.12633 -0.97320 6.76087
H: -2.03381 -0.81567 3.14486
H: 3.10482 0.23760 3.78889
H: 2.57098 0.27463 2.11355
H: 3.04012 -1.27487 2.86546
N: -0.91208 9.40275 -1.09420
C: -0.82383 8.27484 -0.90211
C: -0.71523 6.86895 -0.65965
C: -1.20099 5.96931 -1.61380
C: -1.09773 4.61710 -1.38177
C: -0.50750 4.15420 -0.18954
C: -0.02450 5.07004 0.76510
C: -0.12652 6.42163 0.52714
C: -0.39638 2.78102 0.04721
C: -0.29646 1.55878 0.25901
H: -1.65090 6.34670 -2.52106
H: -1.46798 3.90526 -2.10626
H: 0.42222 4.70444 1.67895
H: 0.24027 7.14251 1.24415

As for the spin multiplicity: 2. The energy above the lowest of the compared OMol25 structures with the same formula, charge and spin is 1.182 eV. The charge is +3. For the orbital gap (alpha / beta), the calculation gives 5.31 / 5.25 eV.

=====

Entry from OMol25: C3H7N3O as an isolated structure at a distorted geometry (wB97M-V/def2-TZVPD).

Cartesian coordinates (Å):
N: 0.07641 0.79816 0.72305
N: -1.79776 0.18069 1.03296
C: 0.86757 0.00755 0.08656
N: -2.33419 -0.06410 -0.21974
C: 2.22068 0.78402 -0.09208
C: 0.84476 -1.11440 -0.69394
O: 3.23559 0.44003 0.43041
H: -0.91090 0.84931 1.59940
H: -1.70012 -0.69716 1.53626
H: -2.56628 0.80418 -0.68599
H: -1.72836 -0.62718 -0.82342
H: 2.11104 1.68625 -0.71350
H: -0.07019 -1.58275 -1.02303
H: 1.75175 -1.46460 -1.15693

The energy above the lowest of the compared OMol25 structures with the same formula, charge and spin is 7.593 eV. For the orbital gap, the calculation gives 7.40 eV.

=====

Entry from OMol25: a 6-piece molecular cluster, C50H53BFO18 overall at a distorted geometry (wB97M-V/def2-TZVPD).

Cartesian coordinates (Å):
C: -3.81637 2.09519 -0.60640
C: -3.08171 0.99057 -0.56049
C: -2.11315 -0.24095 -0.96051
C: -1.84307 -0.38959 -2.54681
C: -3.26175 -0.20633 -3.31185
C: -4.44900 -1.15513 -2.76589
O: -5.52532 -0.30501 -2.19542
C: -6.03709 -0.87048 -0.98415
C: -6.31155 0.07752 0.31947
O: -6.35577 -2.11212 -0.83403
O: -1.55898 -1.83379 -2.65049
B: -0.80692 -2.11923 -3.90567
O: -1.89154 -2.71048 -4.75458
C: 0.32427 -3.30975 -3.89932
C: -0.28936 -4.79752 -3.60715
F: -0.89792 -4.83897 -2.27414
O: -0.32090 -0.75421 -4.27681
C: -0.49443 0.24609 -3.20637
C: -0.66584 1.60792 -4.05154
C: -0.19004 2.95603 -3.29731
C: -1.14501 3.44916 -2.09872
O: -0.80812 3.18570 -0.90504
O: -2.32300 4.22124 -2.48094
O: 0.53889 0.13223 -2.19853
C: 1.86668 0.38211 -2.72859
C: 2.94115 -0.78665 -2.45506
C: 4.38024 -0.21447 -3.01532
C: 3.12459 -1.20340 -0.90143
C: 2.47969 -2.67958 -0.70972
C: 2.62788 -0.10106 0.16842
H: -4.43774 3.05953 -0.70437
H: -2.68353 -1.20551 -0.63161
H: -1.17100 -0.19636 -0.30553
H: -3.16954 -0.42185 -4.45566
H: -3.66843 0.88925 -3.25553
H: -4.10848 -1.99255 -2.05865
H: -4.94915 -1.68789 -3.67702
H: -5.34341 0.24750 0.94058
H: -7.06606 -0.42834 1.01990
H: -6.71051 1.12459 -0.00649
H: -1.81829 -2.30786 -5.66136
H: 1.07570 -3.11643 -3.04388
H: 0.83627 -3.28647 -4.94369
H: 0.63115 -5.51181 -3.59122
H: -0.97776 -5.17202 -4.44619
H: -0.01389 1.52509 -5.01631
H: -1.75026 1.80303 -4.42426
H: 0.88544 2.93964 -2.89608
H: -0.21654 3.80425 -4.10310
H: -1.92133 5.02613 -2.91892
H: 1.87547 0.57280 -3.88192
H: 2.27737 1.37661 -2.26752
H: 2.73059 -1.73120 -3.07817
H: 5.28342 -0.75165 -2.54509
H: 4.47472 -0.38785 -4.16760
H: 4.35738 0.92380 -2.85010
H: 4.27298 -1.33034 -0.73143
H: 2.99479 -3.36443 -1.50490
H: 2.82247 -3.07980 0.31371
H: 1.34824 -2.73924 -0.90026
H: 1.45921 -0.14050 0.18476
H: 2.96678 -0.45023 1.21025
H: 2.89881 0.98563 -0.08999
C: -1.68662 4.59599 -7.19498
C: -2.79208 4.73703 -7.92835
C: -3.06823 3.84957 -9.07733
O: -4.07649 3.97909 -9.74876
C: -2.07368 2.79953 -9.38100
C: -0.96810 2.65850 -8.64753
C: -0.69197 3.54591 -7.49878
O: 0.31589 3.41655 -6.82762
H: -1.46828 5.23774 -6.35042
H: -3.53098 5.50067 -7.71862
H: -2.29203 2.15775 -10.22542
H: -0.22924 1.89480 -8.85710
C: 7.99880 -3.61336 -0.18703
C: 9.06471 -3.36441 0.57572
C: 9.02510 -2.33625 1.63640
O: 10.00001 -2.10690 2.33269
C: 7.75952 -1.59607 1.82062
C: 6.69325 -1.84476 1.05797
C: 6.73271 -2.87300 -0.00291
O: 5.76008 -3.10182 -0.69767
H: 8.01055 -4.36246 -0.96901
H: 9.99935 -3.89823 0.45430
H: 7.74787 -0.84705 2.60264
H: 5.75852 -1.31077 1.17955
C: 8.61341 -2.02833 7.88341
C: 9.80462 -1.95029 8.47912
C: 11.04863 -2.27819 7.75162
O: 12.13669 -2.20900 8.29572
C: 10.92191 -2.69401 6.33924
C: 9.73064 -2.77210 5.74348
C: 8.48690 -2.44427 6.47071
O: 7.39909 -2.51332 5.92698
H: 7.69214 -1.79250 8.40152
H: 9.91472 -1.64662 9.51296
H: 11.84304 -2.92978 5.82099
H: 9.62072 -3.07563 4.70968
C: -6.96457 2.68156 4.61241
C: -7.18065 2.03513 3.46543
C: -8.48427 1.40262 3.17601
O: -8.68174 0.81061 2.13025
C: -9.53956 1.51518 4.20526
C: -9.32319 2.16155 5.35204
C: -8.01901 2.79409 5.64115
O: -7.82116 3.38666 6.68841
H: -6.01649 3.14952 4.84062
H: -6.41835 1.94425 2.70103
H: -10.48882 1.04663 3.97665
H: -10.08505 2.25251 6.11667
C: -4.71333 0.36823 7.11263
C: -4.50255 0.20387 8.41971
C: -3.73654 1.19528 9.20333
O: -3.54188 1.04500 10.39658
C: -3.21481 2.37589 8.48356
C: -3.42562 2.54022 7.17649
C: -4.19158 1.54881 6.39307
O: -4.38642 1.69895 5.19987
H: -5.27163 -0.34850 6.52311
H: -4.87856 -0.65498 8.96196
H: -2.65654 3.09260 9.07289
H: -3.04963 3.39906 6.63412

The charge is -1. For the orbital gap, the calculation gives 4.85 eV.

=====

Entry from OMol25: CHBr3 as an isolated structure (wB97M-V/def2-TZVPD).

Cartesian coordinates (Å):
C: -13.07653 -32.96320 -7.31191
Br: -12.84788 -31.31809 -6.34806
Br: -11.80354 -33.13793 -8.73307
Br: -14.88709 -33.15849 -7.94359
H: -12.87553 -33.75774 -6.60913

The energy above the lowest of the compared OMol25 structures with the same formula, charge and spin is 0.001 eV. For the orbital gap, the calculation gives 10.36 eV.

=====

Number 4 is which compound?
CHBr3

=====

What is the formula in the first record?
C42H40IrN5O4P2S